No. 1
Computed, not measured: a structure of composition C23H52IN3O8P3 in a non-equilibrium geometry, with ωB97M-V/def2-TZVPD.

Summary:
- Total energy: -81502.8008 eV
- Net charge: +1
- Frontier orbital gap: 8.1 eV

XYZ file:
```
90
Properties=species:S:1:pos:R:3:mulliken_charge:R:1
C 4.9718 -3.4297 1.8911 -0.90
C 4.1416 -4.6412 1.4884 -0.40
O 2.8154 -4.2070 1.1340 -0.23
C 1.9853 -5.2450 0.6839 -0.73
C 1.9972 -5.3791 -0.8501 -0.49
O 2.2349 -4.1170 -1.4847 -0.47
N 1.2580 -3.1653 -1.1722 1.03
C -0.0265 -3.4076 -1.8518 -1.34
C -1.0817 -2.3760 -1.4478 -1.44
I -2.7881 -3.1017 -2.5361 0.16
C -0.6580 -0.9022 -1.6627 4.02
C -1.5485 0.0856 -0.8307 -1.17
C -2.9917 -0.2991 -0.5330 -1.34
C -3.7957 0.7838 0.2069 -1.48
P -3.1448 1.6635 1.6371 1.27
O -4.1868 2.5150 2.2520 -0.85
O -2.4183 0.6284 2.5935 -0.36
C -3.0442 -0.6191 2.9352 0.10
C -4.3787 -0.4672 3.6524 -1.28
O -1.8550 2.4570 1.1406 -0.40
C -2.1189 3.5745 0.2582 -0.16
C -0.9174 4.5138 0.1942 -1.29
P -0.7372 -0.5567 -3.5362 0.02
C -2.2908 0.3876 -3.7612 -0.88
C 0.4468 0.7818 -3.9204 -0.88
C 0.7705 -0.7559 -1.0216 -2.59
P 1.3012 1.0385 -0.8293 0.56
C 2.9483 1.2385 -1.6192 -0.51
C 3.1064 2.6677 -2.1927 -1.22
C 1.6239 1.1789 0.9839 -0.49
C 1.9191 -0.0536 1.8555 -1.04
C 1.8494 -1.7315 -1.5297 -1.21
N 3.0946 -1.6119 -0.8558 0.06
O 1.9681 -1.6890 -2.8900 -0.23
H 4.6119 -2.5509 1.3477 0.15
H 4.8526 -3.2122 2.9510 0.30
H 6.0229 -3.5789 1.6564 0.36
H 4.5851 -5.1562 0.6299 0.34
H 4.0404 -5.3393 2.3230 0.40
H 2.2593 -6.2185 1.1064 0.55
H 0.9705 -5.0353 1.0426 0.28
H 2.8073 -6.0091 -1.2205 0.42
H 1.0628 -5.8386 -1.1776 0.37
H 1.1098 -3.1434 -0.1568 0.51
H 0.1322 -3.3921 -2.9322 0.18
H -0.3878 -4.4009 -1.5796 0.85
H -1.3414 -2.5198 -0.3924 0.68
H -1.5208 1.0524 -1.3388 0.00
H -1.0495 0.2668 0.1314 0.31
H -3.0348 -1.2434 0.0093 0.50
H -3.5351 -0.4715 -1.4657 0.34
H -3.9829 1.6129 -0.4882 0.55
H -4.7807 0.3956 0.4773 0.47
H -2.3255 -1.1138 3.5917 0.46
H -3.1444 -1.2466 2.0483 -0.05
H -4.4364 0.4871 4.1733 0.30
H -5.2298 -0.5327 2.9702 0.30
H -4.4881 -1.2759 4.3798 0.43
H -2.9942 4.1060 0.6303 0.62
H -2.3719 3.1910 -0.7334 0.09
H -1.2045 5.5138 0.5337 0.30
H -0.5306 4.6326 -0.8173 0.33
H -0.1270 4.1824 0.8644 0.24
H -3.1040 -0.2979 -4.0097 0.31
H -2.5808 1.0322 -2.9319 0.07
H -2.1215 1.0271 -4.6321 0.52
H 0.4381 1.6218 -3.2166 0.21
H 1.4532 0.3949 -4.0506 0.17
H 0.1078 1.1679 -4.8869 0.56
H 0.6090 -1.0526 0.0281 0.93
H 3.1027 0.4951 -2.3974 0.24
H 3.7157 1.0716 -0.8564 0.64
H 3.8555 3.2335 -1.6422 0.34
H 2.1636 3.2199 -2.1852 0.24
H 3.4341 2.6234 -3.2353 0.37
H 0.7467 1.6946 1.3823 0.06
H 2.4704 1.8725 1.0431 0.67
H 2.6097 0.1955 2.6651 0.49
H 2.3642 -0.8684 1.2948 0.25
H 1.0041 -0.4208 2.3266 0.22
H 3.1066 -2.0574 0.0507 -0.67
H 3.8607 -1.9733 -1.4042 0.33
H 2.7188 -2.2073 -3.1821 0.65
C -2.6222 6.6252 3.4588 -0.62
N -1.9811 7.9054 3.0465 0.91
O -1.8724 8.7769 3.8719 -0.54
O -1.6112 7.9836 1.8958 -0.55
H -2.8976 6.7051 4.5027 0.35
H -3.4911 6.4783 2.8249 0.27
H -1.8985 5.8328 3.2936 0.19
```

=====

No. 2
Computed, not measured: a structure of composition C22H24N5O7Sm in a non-equilibrium geometry, with ωB97M-V/def2-TZVPD.

Summary:
- 2S+1: 6
- Total energy: -62875.7951 eV
- Net charge: +2
- Energy above the lowest of the compared OMol25 structures with the same formula, charge and spin: 36.0 kcal/mol
- Frontier orbital gap (alpha / beta): 7.6 / 7.6 eV

XYZ file:
```
59
Properties=species:S:1:pos:R:3:mulliken_charge:R:1
Sm -0.5494 0.3226 0.4085 1.03
O -1.7884 2.3885 -0.1488 -0.65
C -1.6500 1.8355 -1.3216 0.45
O -1.9550 0.5941 -1.5172 -0.63
C -1.0268 2.6146 -2.4637 -0.09
C -1.2986 1.9681 -3.8661 -0.10
C -1.0179 3.1066 -4.8704 -0.83
C 0.5301 3.1973 -4.7927 -0.78
C 0.8833 2.0818 -3.7770 -0.19
O -0.1564 1.0389 -4.1202 -0.51
C 0.5480 2.6918 -2.3693 0.24
C 1.1626 1.7657 -1.2883 0.04
O 1.3049 2.1971 -0.0887 -0.73
O 1.3616 0.5690 -1.6429 -0.62
H -1.4337 3.6169 -2.4704 0.69
H -2.2912 1.5621 -4.0299 0.63
H -1.6174 4.0298 -4.5557 0.34
H -1.2620 2.8165 -5.9006 0.32
H 0.8793 4.1925 -4.3555 0.26
H 1.0291 3.0757 -5.7664 0.35
H 1.9300 1.7123 -3.9113 0.62
H 0.9322 3.7429 -2.2124 0.48
O -0.8740 -0.7250 7.6764 -0.59
N 0.2008 -1.2052 7.1959 0.97
O 1.1412 -1.6373 7.9000 -0.54
C 0.4163 -1.1564 5.7892 -0.64
C 1.5583 -1.7720 5.2766 -0.74
C 1.8370 -1.7499 3.9014 0.88
C 3.0479 -2.2510 3.3178 -0.61
C 3.2895 -2.0681 1.9611 -1.07
C 2.3391 -1.3729 1.1845 -0.02
N 1.1685 -0.9643 1.6695 -0.03
C 0.9380 -1.0608 3.0194 0.49
C -0.1841 -0.4522 3.5809 -0.14
N -0.9308 0.3159 2.6599 -0.20
C -1.9092 1.1220 3.1483 -0.31
C -2.3370 1.0062 4.4362 -0.81
C -1.7102 0.1136 5.3339 -0.33
C -0.5417 -0.5134 4.9372 0.46
H 2.2917 -2.1668 5.9730 0.55
H 3.7561 -2.7118 4.0397 0.44
H 4.1298 -2.4531 1.4302 0.46
H 2.6048 -1.1377 0.1514 0.54
H -2.3195 1.8657 2.5372 0.63
H -3.1624 1.6183 4.7775 0.41
H -2.0405 0.0367 6.3661 0.66
N -0.1451 -2.5113 -4.1901 -0.23
C -1.1382 -2.5318 -3.0434 -0.65
C -0.2041 -2.3365 -1.8236 -0.12
N -0.9157 -2.1459 -0.5341 -0.57
H -0.5538 -2.3199 -5.1502 0.38
H 0.4077 -3.4054 -4.1347 0.38
H 0.4760 -1.7621 -3.8922 0.23
H -1.7204 -3.4754 -3.0608 0.38
H -1.8208 -1.6883 -3.2415 0.39
H 0.3801 -1.4227 -1.9831 0.01
H 0.4825 -3.2288 -1.7733 0.42
H -0.5494 -2.7956 0.1709 0.26
H -1.9229 -2.1774 -0.5467 0.33
```

=====

No. 3
Computed, not measured: a structure of composition C4H14O4 in a non-equilibrium geometry, with ωB97M-V/def2-TZVPD.

Summary:
- Total energy: -12560.9472 eV
- Energy above the lowest of the compared OMol25 structures with the same formula, charge and spin: 94.1 kcal/mol
- Frontier orbital gap: 8.7 eV

XYZ file:
```
22
Properties=species:S:1:pos:R:3:mulliken_charge:R:1
C -1.1289 0.5170 0.2053 0.07
C -0.4095 -0.8006 0.3292 0.34
C -0.4153 0.1237 1.6368 -1.34
C -1.2874 -2.0704 0.3256 -1.31
O -0.6295 1.5236 -0.4663 -0.81
H -2.1958 0.5226 0.0380 0.43
H 0.6805 -0.8262 0.0578 0.40
H -1.2784 -0.0953 2.2541 0.40
H 0.4916 -0.2046 2.1405 0.54
H -0.2126 1.4308 1.9447 0.35
H -2.1671 -1.7557 0.8750 0.30
H -1.5900 -2.4123 -0.6871 0.32
H -0.7791 -2.8528 0.8742 0.35
H 2.6043 0.1432 1.3815 0.33
H 3.6883 -0.8045 1.8415 0.31
O 2.7398 -0.7233 1.8501 -0.66
H -1.5004 0.4565 -2.7668 0.32
H -2.3354 0.2262 -4.0015 0.30
O -1.5578 -0.1066 -3.5616 -0.64
H 2.4429 2.1741 -0.2053 0.28
H 1.0477 1.5455 -0.2382 0.37
O 2.0118 1.3095 -0.1402 -0.66
```

=====

No. 4
Computed, not measured: the ion C4H6NO3 with charge -1 in a non-equilibrium geometry, with ωB97M-V/def2-TZVPD.

Summary:
- Total energy: -11879.6344 eV
- Net charge: -1
- Energy above the lowest of the compared OMol25 structures with the same formula, charge and spin: 19.2 kcal/mol
- Frontier orbital gap: 7.7 eV

XYZ file:
```
14
Properties=species:S:1:pos:R:3:mulliken_charge:R:1
N -1.4989 -0.8891 1.5067 -0.43
C -1.1691 -0.9472 0.1354 0.41
O -1.9145 -1.4678 -0.6720 -0.62
C 0.2908 -0.7237 -0.1964 -0.49
C 0.3274 0.7318 -0.7286 -0.45
C 1.7534 1.3603 -0.5507 0.40
O 2.5208 1.1900 -1.5165 -0.73
O 1.9289 1.9409 0.5540 -0.73
H -1.1171 -0.0334 1.8856 0.26
H -2.3793 -1.2502 1.8317 0.23
H 0.9886 -0.7750 0.6356 0.34
H 0.6341 -1.4882 -0.8963 0.23
H -0.3527 1.4626 -0.2336 0.28
H -0.0124 0.8890 -1.7549 0.30
```

=====

No. 5
Computed, not measured: a structure of composition C34H28IN10O3Pt, with ωB97M-V/def2-TZVPD.

Summary:
- 2S+1: 3
- Total energy: -68096.7309 eV
- Net charge: +1
- Energy above the lowest of the compared OMol25 structures with the same formula, charge and spin: 5.3 kcal/mol
- Frontier orbital gap (alpha / beta): 7.2 / 6.9 eV

XYZ file:
```
77
Properties=species:S:1:pos:R:3:mulliken_charge:R:1
Pt -2.0210 0.1112 0.3446 2.69
C 2.6519 0.9767 -0.7256 -0.65
C 2.0389 1.7367 0.4105 0.70
N 2.8175 2.4013 1.2217 -0.65
C 2.2784 3.0971 2.2467 -1.39
C 0.9333 3.1871 2.4621 0.89
C 0.4291 3.9887 3.6285 -1.09
O -0.3428 3.1270 4.4658 -0.51
C 0.0477 2.4758 1.6011 0.12
C -1.3675 2.6599 1.8158 -0.67
N -2.3618 1.9988 1.3283 -0.80
C -3.6822 2.4722 1.5548 0.35
C -3.9319 3.8384 1.6962 -0.17
C -5.2039 4.3186 1.9526 -0.82
C -6.2720 3.4416 2.0531 -0.62
C -6.0567 2.0863 1.8640 -0.55
C -4.7803 1.6157 1.6035 0.13
I -4.6283 -0.4476 1.2388 0.03
C 0.6073 1.6843 0.5729 0.64
O -0.0475 0.9033 -0.2256 -1.16
H 3.7345 1.0551 -0.6671 0.44
H 2.3161 1.3767 -1.6856 0.27
H 2.3528 -0.0719 -0.7016 -0.12
H 2.9783 3.6008 2.9020 0.36
H -0.1777 4.8369 3.2873 0.37
H 1.2855 4.3979 4.1670 0.42
H -0.4688 3.5511 5.3207 0.33
H -1.6177 3.4769 2.4864 0.85
H -3.1190 4.5412 1.5716 0.52
H -5.3601 5.3835 2.0568 0.39
H -7.2709 3.8047 2.2503 0.40
H -6.8872 1.3948 1.9081 0.37
C 1.8530 -2.1275 3.5241 -0.99
N 0.4965 -1.8391 3.0864 1.03
C 0.0603 -0.7157 2.5377 -0.35
N -1.1585 -0.9124 2.0536 -0.39
C -1.4157 -2.2193 2.3581 -0.16
N -0.4326 -2.8114 2.9824 -0.94
C 2.6034 -2.9527 2.5022 0.78
C 3.4704 -3.9358 2.9536 -0.90
C 4.2113 -4.6853 2.0511 -0.80
C 4.0739 -4.4691 0.6945 -1.04
C 3.1913 -3.4918 0.2304 -0.17
C 2.4621 -2.7291 1.1352 0.42
C 3.0805 -3.3385 -1.2223 0.64
N 3.8112 -3.9428 -2.0943 -0.44
N 3.3599 -3.5539 -3.3314 -0.49
C 2.3830 -2.7373 -3.1339 0.61
O 2.1443 -2.5414 -1.8080 -0.17
C 1.5882 -2.1007 -4.1880 -0.11
C 1.7281 -2.6227 -5.4763 -1.01
C 1.0188 -2.0743 -6.5252 -0.80
C 0.1672 -1.0017 -6.3023 -0.87
C 0.0327 -0.4678 -5.0304 0.84
C -0.8639 0.7343 -4.8374 -1.01
N -1.7670 0.5514 -3.7107 0.89
C -1.6265 1.0335 -2.4886 -0.31
N -2.5253 0.4649 -1.6930 -0.43
C -3.2083 -0.3766 -2.5265 -0.23
N -2.7717 -0.3508 -3.7570 -0.88
C 0.7412 -1.0210 -3.9641 0.40
H 1.8057 -2.6503 4.4766 0.51
H 2.3385 -1.1637 3.6853 0.21
H 0.6306 0.1967 2.5079 0.31
H -2.3381 -2.7190 2.1161 0.41
H 3.5658 -4.1205 4.0168 0.43
H 4.8868 -5.4498 2.4101 0.41
H 4.6329 -5.0518 -0.0240 0.56
H 1.7761 -1.9741 0.7646 0.52
H 2.3939 -3.4602 -5.6300 0.55
H 1.1198 -2.4867 -7.5199 0.41
H -0.3984 -0.5795 -7.1239 0.40
H -1.4596 0.9186 -5.7281 0.46
H -0.2791 1.6301 -4.6252 0.25
H -0.8672 1.7314 -2.1849 0.52
H -4.0319 -0.9923 -2.2065 0.42
H 0.6424 -0.6154 -2.9609 0.47
```

=====

> Which formula does entry 5 have?

C34H28IN10O3Pt